No. 1
A 11-piece molecular cluster, C66H63F10NO5PS overall in a non-equilibrium geometry, computed with ωB97M-V with the def2-TZVPD basis set.

```
147
Properties=species:S:1:pos:R:3:forces:R:3:lowdin_charge:R:1
C -3.0835 -5.3637 -2.6734 0.68 0.04 0.50 -0.103
S -2.9767 -4.1815 -1.3625 -1.75 0.48 1.01 0.665
O -3.4277 -4.7577 -0.1319 0.62 -0.51 -0.19 -0.259
O -3.5571 -2.9299 -1.7444 0.64 0.00 -0.55 -0.264
C -1.2056 -3.8230 -1.1246 -0.46 -0.33 -0.10 -0.231
N -0.5132 -4.4844 -0.2832 0.26 -0.09 -0.80 0.163
C 0.8687 -3.9658 -0.1645 0.72 1.22 1.35 -0.231
C 1.0839 -3.3122 1.2379 -0.04 0.12 -0.05 -0.139
P -0.4487 -2.7993 2.0136 -0.87 -0.90 2.02 0.429
O -1.2433 -3.9859 2.3552 0.00 -0.11 -0.91 -0.239
O -1.2896 -1.7795 1.1108 0.51 0.11 -0.32 -0.094
O -0.0786 -1.9791 3.3407 0.28 0.39 -1.10 -0.105
C 0.9723 -2.9432 -1.3157 -0.33 -0.61 -0.48 -0.069
C -0.4803 -2.7669 -1.8449 0.84 -0.31 0.00 -0.077
H -4.0300 -5.1582 -3.1594 -0.05 -0.02 -0.12 0.077
H -2.2437 -5.2187 -3.3489 -0.14 0.03 -0.26 0.075
H -3.0470 -6.3462 -2.2121 -0.06 -0.08 -0.03 0.081
H -0.8998 -5.2510 0.2687 -0.09 0.23 0.34 0.186
H 1.6279 -4.7403 -0.1880 -0.35 -0.42 -0.54 0.158
H 1.8163 -2.5086 1.1945 0.07 0.01 -0.22 0.113
H 1.4787 -4.0564 1.9301 -0.03 0.02 0.15 0.095
H -0.9527 -0.8717 1.1228 -0.10 0.12 -0.07 0.095
H -0.8920 -1.5114 3.5780 0.05 0.13 0.55 0.097
H 1.4480 -2.0173 -1.0189 -0.10 0.10 0.16 0.123
H 1.5789 -3.3698 -2.1116 0.08 0.04 -0.02 0.126
H -0.5364 -3.0301 -2.9039 -0.13 0.36 -0.13 0.145
H -0.9110 -1.7817 -1.6906 -0.24 -0.03 -0.04 0.139
F -0.8945 2.0001 1.7698 0.04 -0.14 0.00 0.031
C -2.2218 2.2839 1.7207 -0.29 0.06 -0.02 -0.291
C -2.9627 2.2336 2.8835 0.16 -0.07 0.18 -0.015
C -4.3185 2.5225 2.8235 -0.04 -0.06 -0.11 -0.090
C -4.9112 2.8449 1.6101 -0.03 0.00 0.00 -0.081
C -4.1463 2.8809 0.4528 -0.02 -0.01 0.10 -0.073
C -2.7879 2.6026 0.5043 0.17 -0.02 -0.22 -0.021
H -2.4835 1.9749 3.8190 0.01 0.05 0.00 0.119
H -4.9116 2.4952 3.7273 0.01 -0.03 0.02 0.098
H -5.9688 3.0673 1.5686 0.00 0.01 0.00 0.109
H -4.6062 3.1259 -0.4949 0.01 0.02 -0.01 0.108
H -2.1704 2.6340 -0.3852 0.01 0.02 0.01 0.109
F 2.1648 -4.5575 4.3010 -0.01 -0.07 -0.13 0.031
C 2.1481 -4.3131 5.6385 -0.02 0.08 0.12 -0.275
C 1.7502 -3.0682 6.0684 -0.04 0.24 -0.03 -0.022
C 1.7417 -2.8090 7.4315 0.04 -0.16 0.05 -0.075
C 2.1314 -3.7939 8.3304 -0.02 0.00 0.01 -0.086
C 2.5268 -5.0422 7.8671 -0.05 0.14 0.00 -0.068
C 2.5335 -5.3096 6.5058 0.08 -0.20 -0.08 -0.011
H 1.4594 -2.3195 5.3453 -0.01 -0.01 0.00 0.096
H 1.4279 -1.8388 7.7917 0.01 0.02 -0.01 0.106
H 2.1253 -3.5887 9.3921 0.00 0.00 0.00 0.105
H 2.8327 -5.8099 8.5642 0.00 -0.02 -0.01 0.110
H 2.8382 -6.2716 6.1184 0.04 -0.01 0.06 0.097
F 1.1944 1.0413 -4.5738 -0.04 -0.06 0.04 0.032
C 0.6884 2.1496 -3.9808 -0.19 0.11 0.21 -0.310
C 1.2533 2.5879 -2.8006 0.12 -0.11 0.07 -0.021
C 0.7211 3.7121 -2.1853 -0.07 0.01 -0.03 -0.086
C -0.3624 4.3706 -2.7515 -0.04 0.03 0.06 -0.105
C -0.9125 3.9100 -3.9399 0.07 -0.02 0.06 -0.069
C -0.3820 2.7918 -4.5676 -0.07 -0.08 -0.15 -0.015
H 2.0945 2.0562 -2.3751 0.03 0.02 -0.04 0.119
H 1.1532 4.0734 -1.2616 0.02 0.01 0.00 0.113
H -0.7782 5.2426 -2.2641 0.01 0.01 -0.01 0.108
H -1.7587 4.4198 -4.3800 0.01 0.02 -0.03 0.109
H -0.7900 2.4190 -5.4978 0.01 -0.02 0.01 0.119
F 1.3947 9.2002 -2.9291 -0.01 0.00 0.00 0.054
C 2.5018 8.4283 -2.9377 0.10 -0.06 -0.02 -0.284
C 3.7349 9.0250 -2.7734 0.03 0.15 0.03 -0.012
C 4.8682 8.2244 -2.7813 -0.01 -0.09 -0.01 -0.072
C 4.7531 6.8518 -2.9589 0.05 -0.03 0.00 -0.088
C 3.5017 6.2737 -3.1256 -0.02 0.26 0.13 -0.085
C 2.3625 7.0663 -3.1123 -0.08 -0.04 -0.01 -0.012
H 3.8011 10.0968 -2.6432 -0.02 0.00 0.01 0.119
H 5.8437 8.6737 -2.6480 0.00 0.03 -0.01 0.094
H 5.6399 6.2317 -2.9682 0.00 -0.01 -0.01 0.103
H 3.4109 5.2101 -3.2636 -0.05 -0.08 0.01 0.079
H 1.3777 6.6391 -3.2384 -0.04 0.00 -0.02 0.099
F -3.6387 -4.0155 -5.1428 -0.02 0.14 -0.04 0.021
C -3.9039 -2.7237 -5.4928 -0.01 0.15 -0.10 -0.273
C -4.7521 -1.9778 -4.7031 -0.07 -0.11 0.14 -0.022
C -5.0085 -0.6644 -5.0683 0.06 0.02 -0.08 -0.071
C -4.4253 -0.1276 -6.2082 0.00 0.04 0.01 -0.088
C -3.5779 -0.9039 -6.9864 -0.04 0.03 0.07 -0.077
C -3.3074 -2.2166 -6.6273 0.13 -0.10 -0.08 -0.018
H -5.2001 -2.4148 -3.8215 0.02 0.00 0.01 0.109
H -5.6674 -0.0604 -4.4598 -0.02 -0.01 0.01 0.109
H -4.6336 0.8953 -6.4907 -0.01 0.00 -0.01 0.104
H -3.1273 -0.4901 -7.8781 0.01 -0.01 -0.01 0.108
H -2.6474 -2.8393 -7.2165 -0.03 -0.02 0.00 0.119
F -5.5624 3.5843 5.9729 0.00 -0.02 -0.01 0.043
C -5.8085 4.8938 5.7337 -0.03 0.15 -0.02 -0.282
C -6.6270 5.5899 6.5982 -0.07 -0.07 0.13 -0.015
C -6.8687 6.9325 6.3456 0.05 0.00 -0.08 -0.078
C -6.3012 7.5516 5.2398 -0.02 0.03 0.00 -0.092
C -5.4847 6.8269 4.3830 -0.07 0.01 0.09 -0.078
C -5.2303 5.4857 4.6305 0.11 -0.03 -0.10 -0.020
H -7.0633 5.0867 7.4504 0.02 -0.01 0.00 0.119
H -7.5027 7.4966 7.0160 -0.01 -0.01 0.01 0.107
H -6.4960 8.5977 5.0471 0.00 0.00 0.00 0.103
H -5.0440 7.3050 3.5185 0.02 0.00 0.00 0.106
H -4.5892 4.9051 3.9826 0.01 0.01 -0.01 0.095
F 3.6558 -9.2767 6.1520 0.00 0.01 0.01 0.055
C 2.7552 -9.7320 5.2565 -0.08 -0.06 -0.07 -0.284
C 2.0426 -8.8178 4.5096 0.00 0.17 -0.04 -0.019
C 1.1187 -9.2843 3.5857 0.02 -0.10 0.02 -0.080
C 0.9124 -10.6478 3.4244 -0.06 -0.04 -0.03 -0.087
C 1.6407 -11.5468 4.1944 -0.02 0.10 -0.03 -0.072
C 2.5736 -11.0926 5.1161 0.06 -0.11 0.07 -0.012
H 2.2122 -7.7596 4.6512 0.00 0.00 -0.02 0.091
H 0.5548 -8.5776 2.9901 -0.02 0.02 0.03 0.099
H 0.1866 -11.0047 2.7031 0.25 0.07 0.23 0.074
H 1.4823 -12.6105 4.0770 0.02 -0.01 0.00 0.108
H 3.1546 -11.7776 5.7186 0.00 0.02 0.02 0.120
F 8.0908 10.0304 -2.0706 -0.02 -0.02 -0.03 0.046
C 8.0167 10.3549 -0.7620 -0.02 0.04 0.19 -0.292
C 7.6375 11.6343 -0.4103 -0.04 0.11 -0.13 -0.018
C 7.5574 11.9598 0.9357 0.03 -0.08 0.03 -0.082
C 7.8617 11.0133 1.9040 -0.01 0.01 0.04 -0.096
C 8.2434 9.7340 1.5253 -0.03 0.07 -0.02 -0.084
C 8.3191 9.3951 0.1823 0.04 -0.16 -0.05 -0.020
H 7.4115 12.3588 -1.1812 0.00 -0.02 -0.01 0.118
H 7.2569 12.9568 1.2277 0.01 0.02 -0.01 0.106
H 7.8015 11.2731 2.9522 0.00 0.00 0.00 0.102
H 8.4848 8.9951 2.2775 0.00 -0.02 0.00 0.104
H 8.6080 8.4018 -0.1344 0.01 0.02 -0.02 0.116
F 4.3380 3.8622 -4.7104 0.08 -0.20 -0.08 0.036
C 3.9128 3.9561 -5.9918 -0.05 0.04 -0.13 -0.274
C 4.5104 4.8795 -6.8238 0.11 0.11 0.05 -0.010
C 4.0706 4.9718 -8.1360 -0.07 -0.07 0.01 -0.076
C 3.0460 4.1523 -8.5906 -0.02 0.01 -0.04 -0.092
C 2.4610 3.2331 -7.7309 0.06 0.08 -0.02 -0.077
C 2.8960 3.1270 -6.4174 0.06 0.05 -0.08 -0.013
H 5.3013 5.5133 -6.4456 -0.01 -0.01 0.02 0.120
H 4.5300 5.6866 -8.8049 0.01 0.02 0.01 0.108
H 2.7057 4.2303 -9.6143 0.00 0.00 0.00 0.102
H 1.6618 2.5939 -8.0828 0.01 -0.02 0.00 0.104
H 2.4661 2.4108 -5.7423 0.02 -0.10 0.07 0.085
F -1.1168 -11.4202 1.2330 -0.21 -0.05 -0.24 0.032
C -2.4282 -11.0840 1.2070 -0.11 0.03 0.01 -0.281
C -3.1340 -11.0667 2.3918 0.07 -0.02 0.14 -0.012
C -4.4757 -10.7158 2.3590 0.00 0.01 -0.09 -0.074
C -5.0877 -10.3993 1.1538 -0.04 0.02 0.00 -0.092
C -4.3551 -10.4290 -0.0246 0.00 0.01 0.09 -0.088
C -3.0098 -10.7695 -0.0037 0.07 0.02 -0.14 -0.024
H -2.6388 -11.3237 3.3188 0.02 0.00 -0.01 0.120
H -5.0443 -10.6913 3.2783 0.00 -0.02 0.01 0.109
H -6.1354 -10.1321 1.1338 0.00 0.00 0.00 0.103
H -4.8325 -10.1903 -0.9656 0.00 -0.01 -0.01 0.103
H -2.4176 -10.7972 -0.9088 0.01 -0.05 0.01 0.114
```
Forces are in eV/Å.

Net charge: +1
LUMO: -0.1596 Eh
Orbital gap: 5.977 eV

=====

No. 2
C21H27FeN4O6STe4 as an isolated structure in a non-equilibrium geometry, computed with ωB97M-V with the def2-TZVPD basis set.

```
64
Properties=species:S:1:pos:R:3:forces:R:3:mulliken_spin:R:1
Fe 1.7295 -0.2334 0.8712 -1.19 -0.42 -1.53 3.614
Te 3.0742 -0.2345 3.3083 0.86 0.27 0.94 0.426
Te 4.6211 0.2332 5.3305 0.17 0.15 0.08 0.450
Te 5.4123 3.3912 2.4564 -0.07 0.02 0.13 0.071
Te 3.6738 1.7044 1.3676 0.60 0.25 0.24 0.118
C -3.4854 -1.4548 -0.2742 -0.01 -0.01 0.02 0.000
C -3.2244 -2.2978 0.9698 0.04 0.07 -0.07 -0.001
N -1.8195 -2.5984 1.2127 -0.03 0.01 -0.10 0.006
C -1.3511 -3.9063 0.7850 -0.02 -0.14 0.07 -0.003
C -1.2947 -4.0577 -0.7315 0.05 0.06 0.01 0.000
C -0.9974 -1.6472 1.7212 0.10 -0.15 0.34 0.008
S 0.6031 -2.0689 2.1997 -0.38 -0.15 -0.10 0.049
N -1.5983 -0.4676 1.9290 -0.01 0.02 -0.19 0.004
C -0.9331 0.6633 2.1653 -0.07 0.08 0.13 0.006
O 0.2788 0.9137 2.0517 0.12 -0.24 -0.23 0.072
C -1.8051 1.8212 2.5948 0.10 -0.06 0.15 0.000
C -3.1744 1.6788 2.7912 0.00 0.00 -0.02 0.000
C -3.9342 2.7545 3.2268 -0.01 0.01 -0.01 0.000
C -3.3289 3.9817 3.4661 0.00 0.01 -0.01 0.000
C -1.9610 4.1262 3.2739 -0.02 0.01 0.00 0.001
C -1.2001 3.0501 2.8420 -0.02 0.00 -0.02 -0.001
H -4.5557 -1.2479 -0.3664 -0.01 -0.01 -0.01 0.000
H -3.1502 -1.9672 -1.1760 0.00 0.01 -0.01 0.000
H -2.9533 -0.5086 -0.1962 0.00 0.00 0.00 0.000
H -3.7396 -3.2588 0.8849 0.00 0.00 0.02 0.000
H -3.6139 -1.7764 1.8451 -0.02 -0.01 -0.01 0.001
H -2.0150 -4.6628 1.2214 -0.01 0.01 0.00 -0.001
H -0.3621 -4.0623 1.2045 0.01 0.08 -0.01 0.004
H -2.2919 -4.1183 -1.1752 0.00 0.01 -0.01 0.000
H -0.7489 -4.9677 -0.9886 -0.04 -0.03 -0.01 0.000
H -0.7633 -3.2050 -1.1566 0.01 -0.01 0.00 0.001
H -3.6240 0.7136 2.6004 0.00 0.00 0.00 0.000
H -4.9998 2.6347 3.3858 0.00 0.01 -0.02 0.000
H -3.9230 4.8246 3.8001 0.00 0.00 0.02 0.000
H -1.4826 5.0785 3.4669 0.00 0.00 -0.01 0.000
H -0.1314 3.1381 2.6938 0.00 -0.01 -0.02 0.002
C 2.8851 -2.0007 -3.0774 -0.02 -0.04 0.04 0.000
C 3.6626 -1.3080 -1.9638 -0.01 0.08 0.02 0.008
C 5.1366 -1.1337 -2.3203 0.01 -0.03 0.02 0.000
O 3.0842 -0.0394 -1.6864 0.02 -0.04 -0.01 0.004
C 3.5710 -2.1673 -0.6765 0.03 -0.04 -0.12 0.006
O 3.9801 -3.3228 -0.7764 0.01 -0.01 0.06 0.008
O 3.1230 -1.6141 0.3765 -0.27 0.18 0.11 0.083
H 3.0029 -1.4542 -4.0204 0.00 0.01 0.01 0.000
H 1.8267 -2.0308 -2.8122 0.00 0.00 0.00 0.000
H 3.2486 -3.0198 -3.2036 0.02 0.01 -0.02 0.000
H 5.2387 -0.6761 -3.3107 0.00 0.02 0.01 0.000
H 5.6382 -2.1009 -2.3181 -0.01 -0.01 -0.05 0.000
H 5.6100 -0.4831 -1.5839 0.00 -0.02 0.02 -0.001
H 3.0859 0.4901 -2.4898 0.02 0.03 0.00 0.002
C -0.3087 3.9550 -2.8159 -0.02 0.02 0.03 0.000
N -0.2665 2.6342 -2.2251 0.01 -0.03 -0.05 0.001
C -1.0783 1.6517 -2.7021 0.03 -0.02 -0.02 -0.003
C -1.0072 0.3894 -2.2534 0.00 0.02 0.00 0.006
C -0.0107 0.1022 -1.2345 0.13 0.00 -0.08 0.002
O 0.2155 -1.0530 -0.8227 -0.07 -0.04 0.12 0.019
N 0.7145 1.1093 -0.7102 0.00 0.00 0.15 0.012
C 0.6779 2.3713 -1.1858 0.01 0.06 0.02 0.021
O 1.3935 3.2891 -0.8143 -0.03 0.01 0.02 0.004
H -0.0957 3.9086 -3.8873 -0.01 0.00 0.00 0.000
H 0.4522 4.5528 -2.3228 -0.01 0.00 0.01 0.000
H -1.2866 4.4203 -2.6662 0.00 0.00 0.00 0.000
H -1.7717 1.9571 -3.4779 -0.02 0.01 0.02 0.000
H -1.6521 -0.3935 -2.6205 0.03 -0.01 -0.03 0.000
```
Forces are in eV/Å.

Net charge: -2
Energy above the lowest of the compared OMol25 structures with the same formula, charge and spin: 64.8 kJ/mol
Spin multiplicity: 6
LUMO (alpha / beta): 0.1526 / 0.1402 Eh
Orbital gap (alpha / beta): 5.076 / 4.701 eV

=====

No. 3
An isolated ion of composition C4H8NO and charge +1 in a non-equilibrium geometry, computed with ωB97M-V with the def2-TZVPD basis set.

```
14
Properties=species:S:1:pos:R:3:forces:R:3:nbo_charge:R:1
C -1.3683 -1.9530 -0.4471 0.08 -0.83 -0.55 -0.053
C -0.5206 -1.1206 -0.3794 -0.56 -0.27 -0.40 -0.161
C 0.0801 0.1480 -0.2666 0.89 3.76 -1.19 0.405
C 1.5702 0.1845 0.0514 -1.75 -0.71 0.22 -0.649
N -0.6672 0.7330 1.0606 -0.28 1.10 0.17 -0.729
O -0.1748 1.0800 -1.4009 -0.01 -0.98 1.63 -0.714
H -1.9750 -2.7756 -0.7035 -0.49 -0.46 0.20 0.266
H 2.0924 1.0798 -0.0235 0.11 2.18 0.01 0.257
H 1.9634 -0.3722 -0.7201 1.17 -1.61 -1.66 0.253
H 1.8204 -0.2910 0.9624 0.09 -0.67 1.03 0.230
H 0.0162 1.1733 1.7095 -0.23 -0.92 -0.31 0.448
H -1.4035 1.4708 1.0428 0.39 -0.45 -1.20 0.460
H -1.1567 -0.0881 1.4409 0.52 0.28 0.43 0.457
H -0.2766 0.7310 -2.3265 0.06 -0.42 1.63 0.529
```
Forces are in eV/Å.

Structure (SMILES): C#C[C@](C)([NH3+])O
Net charge: +1
Energy above the lowest of the compared OMol25 structures with the same formula, charge and spin: 254.8 kJ/mol
LUMO: -0.1299 Eh
Orbital gap: 11.960 eV

=====

> Among the records above, which one has the lowest net charge?

C21H27FeN4O6STe4

=====

> What is the formula in the second record?

C21H27FeN4O6STe4

=====

> net charge of number 1 (C66H63F10NO5PS)?

+1